Density functional theory data (ωB97M-V/def2-TZVPD) for a structure of composition C30H47FP2Ru at a distorted geometry.

The value obtained for the LUMO energy (alpha / beta) is -0.070 / -0.202 Eh. Its charge is +1. For the energy relative to the best compared isomer or geometry (same formula, charge and spin), the calculation gives 396.94 kJ/mol. Its HOMO energy (alpha / beta) is -8.617 / -9.507 eV. Its spin multiplicity is 6. As for the expectation value of S²: 8.780.

Atoms and positions in Å:
Ru1 0.494 1.549 1.163
C1 -2.733 -1.443 0.577
C2 -2.885 -0.392 -0.399
C3 -2.445 -2.371 -1.499
C4 -2.467 -2.649 -0.100
C5 -2.667 -0.980 -1.678
C6 -3.087 -1.414 2.013
H1 -3.393 -0.412 2.327
H2 -2.238 -1.750 2.629
H3 -3.931 -2.087 2.235
C7 -2.420 -4.005 0.501
H4 -2.205 -3.948 1.572
H5 -1.659 -4.649 0.043
H6 -3.388 -4.514 0.394
C8 -2.440 -3.406 -2.565
H7 -3.438 -3.875 -2.668
H8 -1.725 -4.220 -2.370
H9 -2.200 -2.964 -3.542
C9 -2.916 -0.306 -2.974
H10 -3.931 -0.519 -3.355
H11 -2.195 -0.622 -3.737
H12 -2.840 0.780 -2.844
C10 -3.432 0.967 -0.207
H13 -4.512 1.071 -0.428
H14 -2.908 1.659 -0.878
H15 -3.290 1.325 0.811
C11 2.650 2.086 2.251
C12 1.281 2.420 2.712
C13 0.663 3.771 2.645
C14 0.193 4.283 1.242
C15 0.167 3.215 0.207
C16 1.454 2.632 -0.246
C17 2.766 3.322 0.026
C18 3.355 3.143 1.450
H16 1.373 4.455 3.081
H17 0.859 5.065 0.894
H18 -0.205 3.756 3.299
H19 3.316 4.112 1.970
H20 3.294 1.747 3.093
H21 1.049 1.864 3.622
H22 4.414 2.870 1.349
H23 3.522 2.967 -0.703
H24 1.463 2.424 -1.331
H25 2.599 4.401 -0.177
H26 -0.822 4.658 1.315
H27 -0.606 3.244 -0.564
P1 2.409 0.407 1.405
P2 0.722 0.372 -2.113
C19 3.192 -0.090 -0.163
C20 2.580 0.101 -1.579
H28 3.349 -1.160 0.014
H29 4.187 0.377 -0.134
H30 3.120 0.875 -2.136
H31 2.751 -0.851 -2.082
C21 0.701 -0.518 -3.698
H32 -0.290 -0.997 -3.767
H33 1.482 -1.289 -3.748
H34 0.797 0.219 -4.512
C22 0.075 1.929 -2.910
H35 0.790 2.303 -3.656
H36 -0.167 2.734 -2.208
H37 -0.876 1.666 -3.396
C23 2.100 -0.553 2.913
H38 1.017 -0.575 3.026
H39 2.522 -0.121 3.815
H40 2.441 -1.564 2.775
C24 -1.186 1.384 2.415
H41 -1.927 0.678 2.041
H42 -1.534 2.428 2.441
H43 -0.800 1.134 3.407
F1 2.088 -5.528 -0.101
C25 1.473 -4.302 -0.010
C26 1.152 -3.611 -1.169
C27 0.617 -2.320 -1.041
C28 0.548 -1.716 0.179
C29 0.554 -2.497 1.297
C30 1.196 -3.763 1.231
H44 1.294 -4.056 -2.142
H45 0.178 -1.875 -1.928
H46 0.094 -2.170 2.231
H47 1.418 -4.312 2.147

Atomic partial charges in e from the Löwdin method, atoms 1 to 8: number 1, Ru, carries 1.1069; number 2, C, carries -0.1268; number 3, C, carries -0.1050; number 4, C, carries -0.1483; number 5, C, carries -0.1525; number 6, C, carries -0.1422; number 7, C, carries -0.0126; number 8, H, carries 0.0780


Density functional theory data (ωB97M-V/def2-TZVPD) for a structure of composition C30H48AsCrN5O at a distorted geometry.

The value obtained for the LUMO energy (alpha / beta) is -0.111 / -0.116 Eh. Its charge is +1. Its HOMO energy (alpha / beta) is -10.453 / -10.204 eV. Its spin multiplicity is 2. As for the expectation value of S²: 0.770.

Atoms and positions in Å:
Cr1 -0.319 -0.064 -0.410
N1 1.102 0.995 1.187
C1 0.897 0.985 2.647
C2 -0.296 1.838 3.037
C3 -1.629 1.117 2.857
N2 -1.931 0.723 1.457
H1 1.992 0.562 0.972
H2 1.217 1.957 0.892
H3 1.795 1.335 3.155
H4 0.715 -0.040 2.970
H5 -0.281 2.783 2.478
H6 -0.212 2.096 4.093
H7 -2.426 1.745 3.257
H8 -1.600 0.215 3.461
H9 -2.156 1.570 0.952
H10 -2.789 0.180 1.459
C4 -0.221 0.721 -6.204
N3 0.783 0.927 -5.180
C5 1.036 2.337 -4.982
C6 0.452 0.190 -3.972
C7 1.574 0.080 -2.946
C8 2.874 -0.010 -3.456
C9 3.957 -0.362 -2.663
C10 3.746 -0.688 -1.334
C11 2.461 -0.599 -0.819
C12 1.361 -0.168 -1.576
H11 0.087 1.213 -7.127
H12 -1.207 1.129 -5.915
H13 -0.339 -0.345 -6.404
H14 1.451 2.763 -5.897
H15 1.762 2.489 -4.181
H16 0.119 2.899 -4.737
H17 0.247 -0.836 -4.292
H18 -0.479 0.537 -3.517
H19 3.011 0.177 -4.516
H20 4.949 -0.431 -3.092
H21 4.565 -1.021 -0.706
H22 2.312 -0.917 0.212
C13 -2.896 -2.030 3.073
C14 -1.383 -2.258 3.025
As1 -0.654 -2.195 1.202
C15 1.158 -2.898 1.488
C16 1.299 -4.209 2.255
C17 -1.553 -3.772 0.454
C18 -1.981 -4.872 1.422
H23 -3.259 -2.071 4.100
H24 -3.429 -2.792 2.505
H25 -3.185 -1.066 2.659
H26 -1.158 -3.249 3.411
H27 -0.846 -1.542 3.647
H28 1.718 -2.104 1.985
H29 1.578 -3.003 0.487
H30 0.828 -4.166 3.238
H31 2.357 -4.431 2.410
H32 0.869 -5.042 1.700
H33 -0.857 -4.160 -0.288
H34 -2.408 -3.410 -0.106
H35 -1.173 -5.211 2.070
H36 -2.321 -5.734 0.846
H37 -2.811 -4.564 2.057
N4 -2.978 5.763 -3.329
C19 -1.996 5.650 -2.402
O1 -1.438 6.595 -1.888
C20 -1.607 4.244 -2.012
C21 -2.464 3.155 -2.046
C22 -1.997 1.920 -1.645
N5 -0.742 1.706 -1.225
C23 0.090 2.754 -1.241
C24 -0.307 4.027 -1.593
H38 -3.230 6.688 -3.633
H39 -3.315 4.983 -3.861
H40 -3.498 3.258 -2.354
H41 -2.646 1.054 -1.669
H42 1.124 2.548 -1.007
H43 0.392 4.853 -1.566
C25 -2.437 -3.245 -3.455
C26 -1.062 -3.307 -3.261
C27 -0.425 -2.406 -2.415
C28 -1.135 -1.411 -1.721
C29 -2.524 -1.400 -1.912
C30 -3.168 -2.287 -2.771
H44 -2.934 -3.938 -4.126
H45 -0.474 -4.059 -3.780
H46 0.648 -2.490 -2.301
H47 -3.155 -0.706 -1.356
H48 -4.245 -2.233 -2.891

Atomic partial charges in e from the Löwdin method, atoms 1 to 8: number 1, Cr, carries 0.5678; number 2, N, carries -0.0022; number 3, C, carries -0.2244; number 4, C, carries -0.1662; number 5, C, carries -0.2330; number 6, N, carries -0.0058; number 7, H, carries 0.0548; number 8, H, carries 0.0741


Density functional theory data (ωB97M-V/def2-TZVPD) for a structure of composition C30H48B2F4KN11O2 at a distorted geometry.

The value obtained for the LUMO energy is 0.142 Eh. Its charge is -2. For the energy relative to the best compared isomer or geometry (same formula, charge and spin), the calculation gives 24.48 kJ/mol. Its HOMO energy is -1.486 eV.

Atoms and positions in Å:
K1 -1.452 -0.292 -0.924
C1 -1.531 -4.054 0.061
C2 -1.566 -3.530 1.455
C3 -2.160 -4.108 2.585
C4 -1.794 -3.291 3.641
C5 -2.175 -3.492 5.070
N1 -1.034 -2.289 3.137
N2 -0.911 -2.442 1.814
B1 -0.128 -1.260 3.857
N3 1.249 -1.296 3.191
N4 1.382 -0.962 1.910
C6 2.662 -1.039 1.603
C7 3.136 -0.734 0.223
C8 3.401 -1.437 2.729
C9 2.454 -1.587 3.726
C10 2.663 -1.995 5.146
N5 -0.645 0.189 3.722
N6 0.137 1.152 3.235
C11 -0.530 2.293 3.327
C12 0.097 3.571 2.872
C13 -1.787 2.067 3.901
C14 -1.816 0.704 4.143
C15 -2.871 -0.108 4.809
H1 -1.961 -5.052 0.018
H2 -0.498 -4.101 -0.279
H3 -2.073 -3.412 -0.632
H4 -2.761 -4.998 2.627
H5 -2.132 -4.556 5.306
H6 -3.195 -3.147 5.248
H7 -1.509 -2.953 5.736
H8 -0.044 -1.544 5.021
H9 2.943 0.308 -0.025
H10 2.584 -1.340 -0.493
H11 4.203 -0.929 0.125
H12 4.462 -1.601 2.816
H13 3.726 -2.142 5.336
H14 2.135 -2.925 5.358
H15 2.282 -1.233 5.825
H16 0.556 3.405 1.901
H17 0.870 3.899 3.571
H18 -0.651 4.356 2.785
H19 -2.570 2.780 4.092
H20 -3.677 0.536 5.160
H21 -2.440 -0.637 5.659
H22 -3.275 -0.851 4.125
N7 -0.864 3.425 -0.193
C16 -1.521 3.440 -1.508
C17 -1.914 4.862 -1.901
C18 -0.843 5.914 -1.609
C19 0.471 5.694 -2.375
N8 1.180 4.479 -2.045
C20 1.728 4.159 -0.882
N9 2.395 3.003 -0.758
N10 1.787 5.057 0.143
C21 -2.799 2.501 -1.507
O1 -3.718 2.805 -2.264
O2 -2.724 1.560 -0.697
H23 -0.524 2.477 -0.046
H24 -1.612 3.513 0.496
H25 -0.833 3.017 -2.247
H26 -2.816 5.124 -1.343
H27 -2.182 4.861 -2.957
H28 -0.674 5.900 -0.533
H29 -1.217 6.908 -1.882
H30 1.134 6.558 -2.218
H31 0.234 5.633 -3.438
H32 1.317 3.801 -2.783
H33 2.381 2.360 -1.539
H34 2.541 2.608 0.157
H35 1.015 5.706 0.172
H36 2.017 4.652 1.038
F1 3.106 3.629 -3.958
B2 2.920 2.266 -4.219
F2 4.111 1.605 -4.021
F3 2.450 2.102 -5.495
F4 1.968 1.807 -3.285
C22 2.587 -3.614 -2.552
N11 1.497 -3.416 -3.482
C23 1.998 -2.910 -4.742
C24 0.443 -2.566 -2.943
C25 -0.950 -2.932 -3.398
C26 -1.158 -4.040 -4.204
C27 -2.442 -4.382 -4.597
C28 -3.504 -3.606 -4.174
C29 -3.267 -2.510 -3.354
C30 -1.996 -2.123 -2.922
H37 3.278 -4.356 -2.966
H38 2.195 -3.997 -1.609
H39 3.155 -2.687 -2.354
H40 2.540 -1.956 -4.629
H41 1.165 -2.756 -5.426
H42 2.681 -3.646 -5.175
H43 0.623 -1.501 -3.180
H44 0.460 -2.650 -1.854
H45 -0.320 -4.650 -4.518
H46 -2.614 -5.254 -5.222
H47 -4.516 -3.867 -4.480
H48 -4.127 -1.929 -3.032

Atomic partial charges in e from the Löwdin method, atoms 1 to 8: number 1, K, carries 0.7534; number 2, C, carries -0.0256; number 3, C, carries -0.3524; number 4, C, carries -0.0141; number 5, C, carries -0.3049; number 6, C, carries -0.0527; number 7, N, carries 0.0169; number 8, N, carries 0.1070